1.
{
  "formula": "C15H24N2",
  "method": "ωB97M-V/def2-TZVPD",
  "total_charge": 0,
  "e_homo_ev": -8.242,
  "smiles": "C1CC[C@@H]2N=C(NC(C3CC3)C3CC3)C[C@@H]2C1",
  "lumo_ha": 0.034,
  "homo_lumo_gap_ev": 9.2,
  "species": ["N", "C", "N", "C", "C", "C", "C", "C", "C", "C", "C", "C", "C", "C", "C", "C", "C", "H", "H", "H", "H", "H", "H", "H", "H", "H", "H", "H", "H", "H", "H", "H", "H", "H", "H", "H", "H", "H", "H", "H", "H"],
  "xyz": [[0.66019, 0.52648, 0.59416], [-0.60999, 0.43188, 0.77966], [-1.28416, -0.74049, 0.71784], [-1.33955, 1.72970, 0.94472], [2.07313, 3.50502, -1.04401], [0.70786, 4.17783, -1.19975], [1.93179, 2.06520, -0.61746], [-0.50546, 3.29066, -0.82974], [1.72687, -2.37779, 1.42630], [1.14509, -3.79128, 1.25530], [-1.42562, -4.00189, -1.20264], [-2.38962, -2.85667, -1.45986], [1.01883, 1.95220, 0.60714], [-0.63276, -2.00571, 0.33007], [-0.26104, 2.74455, 0.57424], [0.18917, -2.59922, 1.50548], [-1.72632, -3.00257, -0.10287], [-2.30394, -0.74355, 0.70641], [-2.17961, 1.83741, 0.30995], [-1.64319, 1.82682, 1.97998], [2.67201, 4.03249, -0.29308], [2.62222, 3.54844, -2.00838], [0.60477, 4.50122, -2.23818], [0.69283, 5.04570, -0.53351], [2.87037, 1.58913, -0.41029], [1.54661, 1.52208, -1.45557], [-0.62139, 2.47565, -1.56245], [-1.45203, 3.89448, -0.86261], [2.24654, -2.16032, 2.35562], [2.12258, -1.89789, 0.51692], [1.20416, -4.14501, 0.22910], [1.38877, -4.52925, 2.04601], [-0.44654, -3.91942, -1.71614], [-1.83108, -5.02192, -1.10452], [-3.45122, -3.09643, -1.57661], [-2.05030, -2.01747, -2.10613], [1.63278, 2.23365, 1.47001], [-0.03155, -1.79881, -0.55257], [-0.25547, 3.60866, 1.27737], [-0.27646, -2.50180, 2.52310], [-2.33922, -3.33176, 0.72701]],
  "forces_ev_per_angstrom": [[-0.8411, -0.0838, 1.0321], [0.7008, -0.0047, -0.8158], [-0.5227, -0.9425, 0.0762], [0.8995, 0.0674, 0.9782], [0.8174, 0.0074, -0.3383], [-0.6217, 0.1556, -0.2494], [-0.2852, 1.0427, 0.1031], [0.1256, 0.7681, -0.1415], [-1.1123, -0.7867, -0.0684], [0.2457, 1.1887, 0.3360], [0.1618, 0.2123, -0.1070], [0.1021, 0.2996, -0.1897], [1.3836, -1.3810, -0.6546], [-1.0877, -0.7686, 0.7185], [-1.0382, 0.9638, -0.2090], [1.5135, 0.2284, -0.1604], [0.4456, 0.3962, -0.3731], [0.6967, 0.1945, -0.0155], [-1.0905, -0.1004, -0.5705], [-0.3040, 0.0635, 0.2855], [0.0054, 0.0939, -0.1788], [-0.1494, 0.0930, 0.6027], [-0.1239, 0.2990, 0.1620], [-0.1994, 0.1455, -0.2972], [0.6078, -0.1113, 0.2910], [-0.6676, -0.5630, -0.3645], [0.0302, 0.0967, 0.2716], [0.7993, -0.4759, 0.0164], [-0.0594, 0.0193, -0.2323], [-0.3753, -0.1174, 0.7081], [-0.1682, -0.2203, 0.2709], [-0.5557, 0.5585, -0.6361], [-0.7034, -0.1874, 0.5266], [0.2832, 0.6705, -0.1126], [0.4198, 0.1212, 0.1752], [-0.1946, -0.7522, 0.5410], [-0.1006, -0.2939, 0.2055], [0.5342, -0.0320, 0.0727], [0.0927, -0.5490, -0.3860], [0.4381, -0.1282, -1.2192], [-0.1020, -0.1877, -0.0535]]
}

2.
{
  "formula": "C15H24N2O3",
  "method": "ωB97M-V/def2-TZVPD",
  "total_charge": 0,
  "e_homo_ev": -9.273,
  "smiles": "CCCCCC[C@H](C)n1cc(C(C)=O)c(=O)n(C)c1=O",
  "lumo_ha": 0.007,
  "homo_lumo_gap_ev": 9.5,
  "species": ["C", "C", "C", "C", "C", "C", "H", "C", "N", "C", "C", "C", "O", "N", "C", "O", "C", "H", "H", "H", "C", "O", "C", "H", "H", "H", "H", "C", "H", "H", "H", "H", "H", "H", "H", "H", "H", "H", "H", "H", "H", "H", "H", "H"],
  "xyz": [[-1.00342, -2.11396, 2.03486], [-2.19801, -2.82245, 1.40657], [-2.85321, -2.05362, 0.25666], [-3.57412, -0.76606, 0.68087], [-2.71615, 0.49569, 0.56367], [-2.53317, 0.94127, -0.88849], [-3.44362, 1.42872, -1.23984], [-1.36820, 1.92230, -1.05049], [-0.12714, 1.30959, -0.57322], [0.33449, 0.17207, -1.10891], [1.42903, -0.49921, -0.65874], [2.17119, 0.04021, 0.46958], [3.15622, -0.44043, 0.98650], [1.64010, 1.24204, 0.96151], [0.52686, 1.90141, 0.50555], [0.13413, 2.93007, 1.00567], [2.31132, 1.87265, 2.08634], [3.16684, 1.25549, 2.34945], [2.63452, 2.87475, 1.80647], [1.62417, 1.95047, 2.92835], [1.77332, -1.76330, -1.35794], [1.09753, -2.14022, -2.29396], [2.95502, -2.53115, -0.85594], [2.81410, -2.78657, 0.19189], [3.84850, -1.91361, -0.91274], [3.08216, -3.43280, -1.44946], [-0.20660, -0.23915, -1.95061], [-1.20607, 2.39532, -2.49154], [-1.06349, 1.55628, -3.16867], [-0.35130, 3.06221, -2.57690], [-2.09611, 2.93688, -2.79894], [-1.52682, 2.78787, -0.39849], [-2.36592, 0.07026, -1.52404], [-3.18169, 1.30678, 1.12752], [-1.74198, 0.30595, 1.01289], [-3.90878, -0.87462, 1.71419], [-4.46638, -0.62944, 0.06569], [-2.09016, -1.83247, -0.49188], [-3.57938, -2.72171, -0.21159], [-1.86199, -3.78668, 1.01754], [-2.94527, -3.02236, 2.17813], [-0.52357, -2.76573, 2.76192], [-0.26760, -1.85712, 1.27412], [-1.30960, -1.20747, 2.55107]],
  "forces_ev_per_angstrom": [[-0.1780, -0.1819, 0.0255], [0.1324, 0.1082, -0.1848], [-0.2262, -0.1122, 0.2594], [0.2050, 0.0432, -0.0588], [-0.2306, -0.0643, -0.1572], [0.2321, 0.1399, 0.4046], [-0.0255, -0.0192, -0.0868], [-0.5490, 0.2240, -0.3298], [0.1907, 0.1098, 0.1719], [0.4422, -0.4156, 0.0686], [-0.3095, 0.1962, -0.1793], [-0.2611, 0.0221, -0.2023], [0.1402, -0.1164, 0.0327], [0.1399, 0.0660, 0.1836], [-0.0699, -0.0364, -0.0974], [-0.0387, 0.2090, 0.1491], [0.1853, 0.1209, 0.2719], [-0.1152, 0.0928, -0.0291], [-0.0236, -0.0311, 0.0467], [0.0442, 0.0288, -0.0274], [0.0622, 0.0295, 0.0926], [-0.0270, -0.0763, -0.0784], [0.0415, -0.3119, -0.2268], [0.0568, 0.0260, 0.0758], [0.0591, 0.0189, 0.0789], [-0.0611, 0.0006, -0.0575], [-0.0428, -0.0073, -0.0130], [0.0416, 0.0355, 0.2811], [0.0035, -0.0920, -0.1116], [0.0634, 0.0665, -0.0489], [-0.0939, 0.0308, -0.0691], [0.0524, -0.2296, -0.1435], [-0.0222, -0.0438, -0.1380], [0.0821, 0.0559, 0.0392], [0.0437, 0.0291, 0.0752], [-0.1064, -0.0215, 0.0363], [-0.0855, 0.0141, 0.0524], [0.0460, -0.0170, -0.1543], [0.0591, 0.0049, -0.1031], [-0.0536, -0.0505, 0.0570], [-0.0472, -0.0831, -0.0095], [0.0947, 0.0139, 0.0907], [0.1047, 0.0810, -0.0552], [0.0444, 0.1420, 0.0688]]
}

3.
{
  "formula": "C15H24N3O4OsPS6",
  "method": "ωB97M-V/def2-TZVPD",
  "total_charge": 0,
  "s2": 6.021,
  "spin_multiplicity": 5,
  "e_homo_ev": [-6.851, -8.100],
  "lumo_ha": [0.001, -0.092],
  "homo_lumo_gap_ev": [6.9, 5.6],
  "species": ["Os", "S", "C", "S", "S", "C", "C", "C", "O", "P", "S", "S", "O", "C", "C", "C", "H", "H", "H", "H", "H", "H", "H", "H", "H", "H", "H", "H", "H", "H", "N", "C", "O", "C", "C", "N", "C", "N", "H", "H", "O", "S", "C", "C", "C", "C", "H", "H", "H", "H", "H", "H", "H", "H"],
  "xyz": [[0.12297, 0.65619, 0.63632], [2.31332, -3.29361, -0.65516], [1.47852, -1.93801, -0.03580], [1.32364, -0.52956, -1.00172], [0.84746, -2.07996, 1.49369], [1.72767, 6.47214, 2.22894], [1.06269, 5.19098, 2.69218], [1.88743, 4.42748, 3.70712], [0.67320, 4.37291, 1.55844], [1.52322, 3.38214, 0.67444], [0.46907, 2.92290, -0.92006], [1.99182, 1.66550, 1.67748], [2.83902, 4.23416, 0.42294], [4.11003, 3.82631, -0.17347], [5.05185, 3.40435, 0.93819], [3.97375, 2.78485, -1.26539], [1.77621, 7.16914, 3.06702], [1.15084, 6.93446, 1.42922], [2.73868, 6.28994, 1.87037], [0.09365, 5.43733, 3.13268], [2.89367, 4.22173, 3.33725], [1.41868, 3.47958, 3.96486], [1.97740, 5.03538, 4.60864], [4.46720, 4.75859, -0.61700], [4.72226, 2.47230, 1.39539], [5.10929, 4.17589, 1.70551], [6.05161, 3.25080, 0.53070], [3.60748, 1.83494, -0.87678], [4.96137, 2.61685, -1.69744], [3.30300, 3.12099, -2.05231], [-2.81498, 1.92934, 3.38228], [-2.32591, 1.26317, 2.31654], [-1.09958, 1.50362, 2.04272], [-3.16836, 0.38988, 1.59358], [-2.77050, -0.28266, 0.40751], [-3.66032, -1.04139, -0.23084], [-4.48717, 0.21247, 2.07859], [-5.55509, 0.14522, 2.50765], [-2.16644, 2.44787, 3.94588], [-3.74589, 1.75140, 3.71790], [-1.57969, -0.16004, -0.08775], [-2.96774, -1.91569, -1.43397], [-2.88170, -0.82694, -2.88537], [-4.28541, -0.73422, -3.50986], [-5.26664, -1.57498, -2.68081], [-4.46165, -2.69834, -2.04654], [-2.14614, -1.27123, -3.55569], [-2.47575, 0.11372, -2.52246], [-4.24046, -1.10508, -4.53432], [-4.61182, 0.30308, -3.55765], [-6.07216, -1.97692, -3.29463], [-5.70970, -0.97495, -1.88743], [-4.13543, -3.44401, -2.77439], [-4.94449, -3.19378, -1.20816]],
  "forces_ev_per_angstrom": [[-0.0498, 0.4219, 0.0442], [-0.0682, 0.0992, 0.1366], [0.0166, -0.0947, -0.2715], [0.0887, -0.0986, 0.0378], [0.1139, -0.1812, 0.0688], [-0.0203, 0.0248, -0.0038], [-0.0314, 0.0110, 0.0752], [0.0244, -0.0038, 0.0381], [-0.0054, 0.0184, -0.1047], [0.1534, 0.0277, 0.0344], [-0.0876, -0.0499, -0.0281], [-0.0174, -0.0345, 0.0437], [-0.0048, -0.0367, -0.0589], [0.0313, 0.0415, 0.0573], [-0.0077, 0.0125, -0.0398], [-0.0172, 0.0288, 0.0190], [0.0034, 0.0053, 0.0048], [-0.0171, 0.0061, -0.0045], [0.0069, -0.0312, -0.0165], [0.0511, -0.0207, -0.0066], [-0.0105, 0.0052, -0.0413], [-0.0251, 0.0087, 0.0314], [0.0186, -0.0096, 0.0082], [-0.0181, -0.0402, 0.0325], [-0.0218, -0.0188, 0.0065], [0.0002, 0.0153, 0.0176], [0.0124, 0.0060, -0.0118], [-0.0281, -0.0348, 0.0350], [0.0071, 0.0045, -0.0016], [-0.0325, 0.0051, -0.0239], [0.0064, -0.0644, -0.0208], [-0.0202, -0.0105, -0.0330], [0.0168, -0.0319, -0.0422], [0.0915, 0.0582, 0.1327], [0.1500, -0.0042, 0.0031], [-0.0248, -0.0550, -0.0920], [-0.1736, 0.0527, -0.1268], [-0.0040, -0.0382, 0.0977], [0.0065, 0.0170, -0.0007], [-0.0048, 0.0085, -0.0075], [-0.0844, -0.0676, -0.1109], [-0.0421, 0.0289, 0.1107], [0.0508, -0.0028, 0.0190], [-0.0136, 0.0364, -0.0416], [-0.0514, 0.0318, 0.0413], [0.0441, -0.0406, -0.0519], [0.0144, -0.0023, 0.0008], [-0.0089, 0.0201, 0.0321], [-0.0060, -0.0130, 0.0096], [-0.0041, -0.0132, -0.0070], [-0.0067, 0.0063, -0.0026], [0.0074, -0.0046, -0.0034], [-0.0025, -0.0105, -0.0108], [-0.0053, 0.0113, 0.0262]]
}

Record order is preserved below.
Energy above the lowest of the compared OMol25 structures with the same formula, charge and spin: 1.515, 0.099, 0.000 eV
Record order is preserved below.
Max |F|: 2.062, 0.678, 0.427 eV Å⁻¹